A cluster of 13 separate species, C51H121Cl12NO25P6 in total in a non-equilibrium geometry. Source: OMol25; level of theory: ωB97M-V/def2-TZVPD.

The value obtained for the HOMO energy is -9.18 eV. The calculation puts the HOMO-LUMO gap at 9.5889 eV.

```
! RIJCOSX wB97M-V def2-TZVPD def2/J DEFGRID3
* xyz 0 1
C -0.457 3.575 4.281
O 0.102 2.685 3.723
N -1.440 3.399 5.166
C -1.973 2.092 5.418
C -2.258 4.474 5.675
H -0.274 4.643 4.087
H -2.086 1.818 6.467
H -1.216 1.369 5.117
H -2.845 1.784 4.841
H -2.203 4.378 6.760
H -1.728 5.419 5.560
H -3.269 4.647 5.306
Cl 3.468 6.506 -4.826
C 3.292 4.842 -5.517
C 2.162 4.099 -4.795
Cl 1.635 2.744 -5.785
H 4.250 4.323 -5.480
H 2.997 5.058 -6.544
H 1.333 4.806 -4.807
H 2.346 3.780 -3.769
Cl 6.539 4.362 1.536
C 6.881 2.739 2.117
C 6.131 1.658 1.230
Cl 7.117 1.119 -0.119
H 6.451 2.673 3.117
H 7.948 2.514 2.098
H 5.148 2.033 0.943
H 5.956 0.693 1.704
Cl -2.450 6.727 -3.323
C -3.876 5.749 -3.767
C -4.015 4.753 -2.599
Cl -5.412 3.808 -2.998
H -3.632 5.338 -4.747
H -4.782 6.355 -3.789
H -4.355 5.259 -1.696
H -3.182 4.056 -2.504
Cl 3.326 -0.982 2.165
C 2.857 -2.156 3.374
C 3.993 -3.066 3.865
Cl 4.601 -4.029 2.529
H 1.984 -2.666 2.968
H 2.382 -1.750 4.267
H 3.689 -3.783 4.629
H 4.720 -2.393 4.320
Cl -3.021 -0.895 -2.004
C -2.584 -2.608 -2.406
C -2.792 -2.834 -3.940
Cl -1.649 -2.252 -5.171
H -3.220 -3.271 -1.820
H -1.520 -2.757 -2.223
H -3.839 -2.614 -4.151
H -2.724 -3.908 -4.108
Cl -3.397 2.855 -5.556
C -3.782 1.144 -6.145
C -2.979 0.723 -7.416
Cl -1.147 0.875 -7.225
H -4.856 0.977 -6.229
H -3.586 0.547 -5.255
H -3.245 1.403 -8.225
H -3.185 -0.303 -7.722
C -2.050 7.554 -0.247
C -1.356 8.285 0.938
O -0.428 7.384 1.512
P 0.040 7.600 3.101
O -1.026 7.522 4.108
O 1.234 6.517 3.375
C 2.110 6.047 2.411
C 3.028 5.075 3.120
O 0.830 9.007 3.030
C 1.636 9.458 4.158
C 2.811 10.210 3.562
H -1.444 6.923 -0.897
H -2.937 7.025 0.100
H -2.420 8.295 -0.955
H -0.748 9.104 0.555
H -1.999 8.498 1.792
H 1.541 5.726 1.538
H 2.752 6.814 1.978
H 2.640 4.316 3.799
H 3.577 4.519 2.360
H 3.814 5.685 3.566
H 1.050 10.139 4.775
H 1.941 8.645 4.818
H 3.373 10.646 4.388
H 3.387 9.529 2.935
H 2.632 10.996 2.828
C -0.161 4.493 -0.537
C 0.241 3.381 0.404
O 0.206 2.081 -0.197
P 1.484 1.316 -0.864
O 2.758 1.877 -0.415
O 1.240 -0.260 -0.629
C 2.237 -1.174 -1.007
C 1.757 -2.575 -0.636
O 1.145 1.545 -2.456
C 0.110 0.879 -3.100
C -1.023 1.894 -3.365
H 0.470 4.551 -1.424
H -1.226 4.455 -0.767
H -0.166 5.405 0.060
H 1.209 3.626 0.842
H -0.430 3.294 1.258
H 2.254 -1.121 -2.095
H 3.216 -0.883 -0.625
H 1.001 -2.867 -1.364
H 2.544 -3.322 -0.737
H 1.321 -2.483 0.359
H 0.514 0.467 -4.025
H -0.489 0.156 -2.547
H -0.654 2.687 -4.015
H -1.807 1.375 -3.916
H -1.398 2.287 -2.420
C -6.174 2.772 6.012
C -6.147 1.428 5.289
O -6.518 1.489 3.926
P -5.534 0.720 2.845
O -4.935 -0.561 3.300
O -4.359 1.823 2.442
C -3.498 1.632 1.285
C -3.960 2.511 0.171
O -6.512 0.620 1.506
C -7.787 0.101 1.576
C -8.117 -0.720 0.261
H -7.091 3.326 5.817
H -6.077 2.640 7.090
H -5.393 3.479 5.732
H -5.178 0.985 5.518
H -6.812 0.803 5.886
H -2.466 1.850 1.558
H -3.603 0.587 0.992
H -3.331 2.357 -0.706
H -4.991 2.302 -0.114
H -3.786 3.531 0.511
H -7.877 -0.491 2.487
H -8.531 0.883 1.720
H -9.155 -0.902 -0.014
H -7.516 -0.324 -0.558
H -7.792 -1.727 0.523
C 1.263 -5.980 -3.903
C -0.133 -5.308 -3.834
O -0.407 -5.163 -2.518
P -1.262 -6.305 -1.753
O -2.784 -6.166 -1.794
O -0.741 -7.728 -2.379
C -1.643 -8.755 -2.725
C -1.996 -9.626 -1.494
O -0.679 -6.195 -0.263
C 0.698 -6.134 -0.006
C 1.009 -6.099 1.507
H 1.667 -5.959 -4.915
H 2.016 -5.627 -3.198
H 1.185 -7.042 -3.673
H -0.158 -4.345 -4.343
H -0.920 -5.819 -4.389
H -2.473 -8.276 -3.244
H -1.095 -9.424 -3.389
H -2.824 -10.326 -1.604
H -1.158 -10.264 -1.211
H -2.188 -9.042 -0.593
H 1.177 -6.957 -0.537
H 1.163 -5.279 -0.495
H 0.301 -6.762 2.005
H 2.038 -6.423 1.662
H 0.791 -5.174 2.041
C 6.816 -4.456 -0.775
C 5.815 -3.648 -1.660
O 6.501 -3.157 -2.786
P 5.620 -3.294 -4.198
O 5.335 -4.695 -4.637
O 4.254 -2.504 -3.827
C 3.081 -2.828 -4.560
C 2.594 -1.522 -5.252
O 6.411 -2.295 -5.209
C 5.980 -2.255 -6.519
C 7.229 -2.723 -7.305
H 7.767 -3.924 -0.757
H 6.479 -4.404 0.260
H 7.044 -5.462 -1.128
H 4.937 -4.219 -1.961
H 5.409 -2.738 -1.218
H 3.192 -3.570 -5.351
H 2.306 -3.175 -3.877
H 1.798 -1.595 -5.993
H 2.282 -0.824 -4.475
H 3.409 -1.050 -5.799
H 5.130 -2.907 -6.717
H 5.709 -1.254 -6.856
H 7.322 -3.786 -7.530
H 7.091 -2.330 -8.312
H 8.136 -2.318 -6.857
C -0.682 -0.588 1.738
C -1.069 -1.334 3.041
O -0.510 -2.674 3.068
P -0.586 -3.502 4.442
O -0.892 -2.678 5.664
O -1.729 -4.641 4.119
C -2.313 -5.429 5.059
C -3.037 -6.507 4.295
O 0.835 -4.384 4.470
C 1.081 -5.234 5.555
C 1.226 -6.662 4.981
H -1.026 0.440 1.854
H 0.381 -0.748 1.561
H -1.282 -0.986 0.920
H -0.666 -0.754 3.872
H -2.148 -1.373 3.194
H -1.590 -5.795 5.789
H -2.936 -4.747 5.638
H -2.358 -7.210 3.811
H -3.506 -7.106 5.076
H -3.758 -6.212 3.533
H 2.115 -5.144 5.890
H 0.433 -5.048 6.411
H 0.389 -6.926 4.334
H 2.059 -6.401 4.328
H 1.547 -7.488 5.615
*
```